(1)
The following is a quantum chemistry calculation of a structure of composition C34H43Cl2N3O10S2SiTa at a distorted geometry, from the Open Molecules 2025 dataset.

relative energy (zero: lowest compared OMol25 entry of this formula, charge and spin) = 0.772 eV
HOMO-LUMO gap = 7.63 eV
highest occupied orbital energy = -5.99 eV

ORCA input file:
```
! RIJCOSX wB97M-V def2-TZVPD def2/J DEFGRID3
* xyz -1 1
Ta -0.4641 -0.0113 0.3530
Cl -0.2785 7.1538 -1.5877
C -0.0582 5.5271 -0.9761
C 1.1098 5.1959 -0.3102
C 1.2780 3.9041 0.1578
C 0.2985 2.9357 -0.0457
O 0.5109 1.6931 0.3986
C -0.8777 3.2849 -0.7161
C -1.9473 2.2632 -1.0334
O -1.9778 1.1962 -0.2046
C -1.0469 4.5838 -1.1742
H 1.8850 5.9367 -0.1683
H 2.1836 3.6165 0.6766
H -2.9225 2.7460 -1.1047
H -1.9566 4.8565 -1.6969
N 8.7753 -0.8413 -0.3802
C 7.6544 -0.7405 -0.6096
C 6.2436 -0.5990 -0.9140
C 5.7590 -0.9810 -2.1575
C 4.4103 -0.7981 -2.4071
N 3.5642 -0.2758 -1.5222
C 4.0416 0.0777 -0.3313
C 5.3736 -0.0623 0.0224
H 6.4129 -1.4148 -2.9006
H 3.9867 -1.0849 -3.3640
H 3.3092 0.4594 0.3720
H 5.7203 0.2233 1.0058
O -1.1390 -1.0966 -1.7864
S -1.5330 -2.2498 -0.9282
O -2.6997 -2.9790 -1.2798
O -1.7233 -1.5445 0.4653
O -0.3309 -3.1424 -0.7690
C 0.1193 -1.9825 5.2168
C 0.3770 -1.7173 3.7276
C 1.8979 -1.7546 3.5032
C -0.1812 -2.9181 2.9361
Si -0.3926 -0.0483 3.0853
C 0.6613 1.4319 3.8046
C 2.0424 1.5273 3.1149
C -0.0702 2.7552 3.5194
C 0.9440 1.3652 5.3117
C -2.2293 0.1215 3.7458
C -2.9959 -1.2014 3.5701
C -3.0110 1.1550 2.9141
C -2.3489 0.5305 5.2209
H 0.6086 -2.9224 5.5026
H -0.9436 -2.0881 5.4371
H 0.5142 -1.1953 5.8606
H 2.2602 -2.7693 3.7090
H 2.4256 -1.0774 4.1776
H 2.1655 -1.5128 2.4739
H 0.2990 -3.8350 3.3011
H 0.0371 -2.8386 1.8727
H -1.2560 -3.0430 3.0443
H 1.9659 1.4791 2.0332
H 2.7145 0.7345 3.4402
H 2.5102 2.4855 3.3802
H -0.3875 2.8417 2.4800
H 0.6016 3.5976 3.7303
H -0.9519 2.8753 4.1507
H 1.6492 0.5665 5.5500
H 0.0488 1.2146 5.9136
H 1.4048 2.3103 5.6296
H -2.9269 -1.5871 2.5527
H -4.0574 -1.0251 3.7865
H -2.6488 -1.9747 4.2552
H -3.0739 0.8681 1.8652
H -2.5767 2.1541 2.9536
H -4.0370 1.2202 3.3002
H -1.7493 -0.0951 5.8833
H -3.3966 0.4399 5.5358
H -2.0501 1.5678 5.3825
O 2.4471 -2.9307 -0.7389
S 1.4375 -1.9340 -0.9928
N 1.1336 -1.0369 0.2463
C 0.5436 4.9294 -5.6614
C 1.6161 4.0057 -5.1545
C 2.9388 4.4089 -5.0744
C 3.9063 3.5476 -4.5813
Cl 5.5692 4.0877 -4.4849
C 3.5730 2.2801 -4.1554
C 2.2514 1.8546 -4.2373
C 1.2856 2.7099 -4.7448
O -0.0340 2.3867 -4.9206
C -0.5677 1.1898 -4.3641
C -0.6337 1.3337 -2.8580
O -1.7817 1.8669 -2.4641
O 0.3171 1.0963 -2.1506
H 0.9445 5.9288 -5.8238
H -0.2771 4.9918 -4.9454
H 0.1203 4.5614 -6.5980
H 3.2180 5.4051 -5.3935
H 4.3304 1.6247 -3.7475
H 1.9910 0.8784 -3.8556
H 0.0202 0.3090 -4.6248
H -1.5674 1.1106 -4.7797
*
```

(2)
The following is a quantum chemistry calculation of a structure of composition C34H43N3O4S5Si2Ti, from the Open Molecules 2025 dataset.

relative energy (zero: lowest compared OMol25 entry of this formula, charge and spin) = 0.600 eV
HOMO-LUMO gap (spin up / spin down) = 4.60 / 6.60 eV
highest occupied orbital energy (spin up / spin down) = -2.59 / -4.59 eV

ORCA input file:
```
! RIJCOSX wB97M-V def2-TZVPD def2/J DEFGRID3
* xyz -1 2
Ti -0.1404 0.0652 -0.5990
N -0.7541 -1.0050 -2.3970
C -0.5358 -0.2458 -3.6078
C -0.6750 -0.7748 -4.8816
C -0.5264 0.0740 -5.9739
C -0.2822 1.4268 -5.7885
C -0.1424 1.9803 -4.5043
C 0.0744 3.3587 -4.2295
C 0.1569 3.7644 -2.8933
C 0.0996 2.8478 -1.8727
N -0.0397 1.5042 -2.0976
C -0.2314 1.0954 -3.4006
H -0.4957 -1.9813 -2.4943
H -1.7547 -1.0175 -2.1774
H -0.9127 -1.8235 -5.0131
H -0.6242 -0.3243 -6.9762
H -0.1958 2.0833 -6.6474
H 0.1385 4.0707 -5.0417
H 0.2812 4.8103 -2.6433
H 0.1907 3.1516 -0.8367
C -1.2738 0.6888 6.0377
C -1.0873 -0.3824 4.9672
S -0.3196 0.1136 3.4126
C 1.3577 0.5484 3.9263
C 1.5465 1.9667 4.4510
S 1.0030 3.3053 3.3726
C -0.7846 3.4448 3.6604
C -1.2816 3.4234 5.1084
S -2.3759 2.0522 5.5757
H -0.3213 1.0991 6.3668
H -1.7283 0.2240 6.9156
H -2.0610 -0.7764 4.6692
H -0.5177 -1.2161 5.3912
H 1.9667 0.4053 3.0318
H 1.7026 -0.1767 4.6708
H 2.6150 2.1531 4.5908
H 1.0864 2.0973 5.4277
H -1.3130 2.7120 3.0580
H -0.9849 4.4326 3.2393
H -1.9404 4.2811 5.2589
H -0.4813 3.5329 5.8413
C 2.9564 2.1709 0.4233
Si 2.4535 0.7324 -0.7141
C 2.9340 1.3069 -2.4559
C 3.7498 -0.6137 -0.4023
C 5.1310 -0.3938 -0.4634
C 6.0256 -1.4389 -0.3015
C 5.5486 -2.7292 -0.0794
C 4.1833 -2.9553 -0.0150
C 3.2723 -1.9041 -0.1726
Si 1.3942 -2.0930 0.0076
C 1.3201 -2.7593 1.7899
C 0.9492 -3.5558 -1.1191
H 3.9868 2.4589 0.1887
H 2.9117 1.8940 1.4791
H 2.3171 3.0470 0.2895
H 4.0202 1.4430 -2.4879
H 2.4570 2.2453 -2.7417
H 2.6746 0.5562 -3.2084
H 5.5150 0.6067 -0.6473
H 7.0935 -1.2566 -0.3532
H 6.2453 -3.5510 0.0437
H 3.8232 -3.9650 0.1663
H 1.9437 -3.6586 1.8469
H 0.3115 -3.0062 2.1191
H 1.7364 -2.0315 2.4919
H 1.5026 -4.4410 -0.7894
H 1.2616 -3.3506 -2.1496
H -0.1120 -3.8132 -1.1358
O -2.7440 -5.1889 -2.6195
S -3.5470 -4.1832 -1.9797
O -4.7085 -3.7020 -2.6732
N -2.6038 -2.9312 -1.4967
C -2.5462 -2.8283 -0.1934
S -1.6575 -1.7153 0.7104
C -3.3438 -3.8708 0.5420
C -3.4820 -4.0640 1.9064
C -4.2808 -5.1129 2.3425
C -4.9224 -5.9520 1.4337
C -4.7770 -5.7612 0.0658
C -3.9802 -4.7118 -0.3471
H -2.9735 -3.4061 2.5990
H -4.4067 -5.2835 3.4044
H -5.5396 -6.7640 1.7977
H -5.2655 -6.4099 -0.6500
C -3.7256 2.3056 0.9756
O -2.3495 1.9535 1.1833
C -1.7888 1.2134 0.2188
O -2.4223 0.9059 -0.7829
H -4.0250 2.8573 1.8632
H -4.3340 1.4101 0.8592
H -3.8346 2.9216 0.0843
*
```

(3)
The following is a quantum chemistry calculation of a structure of composition C34H43N9O4Tl at a distorted geometry, from the Open Molecules 2025 dataset.

HOMO-LUMO gap = 6.96 eV
highest occupied orbital energy = -10.28 eV

ORCA input file:
```
! RIJCOSX wB97M-V def2-TZVPD def2/J DEFGRID3
* xyz 1 1
Tl 0.7279 0.5602 -1.1699
N 1.9131 -1.5533 -0.5620
C 3.2094 -2.1834 -0.8436
C 3.4025 -2.4796 -2.3273
C 3.8648 -1.2672 -3.1490
C 2.7782 -0.6279 -4.0129
N 2.0655 0.4442 -3.3178
H 1.7667 -1.5278 0.4457
H 1.1890 -2.1518 -0.9592
H 3.2871 -3.1244 -0.2827
H 3.9971 -1.5115 -0.4962
H 2.4771 -2.8748 -2.7523
H 4.1519 -3.2692 -2.4051
H 4.6620 -1.5915 -3.8154
H 4.2852 -0.5061 -2.4880
H 2.0597 -1.3871 -4.3284
H 3.2506 -0.2092 -4.9106
H 1.3523 0.8194 -3.9381
H 2.7077 1.2035 -3.0876
C -4.9361 -3.8363 3.1539
O -4.0041 -2.8212 2.8501
C -4.2929 -1.5361 3.2175
C -5.3613 -1.1496 4.0076
C -5.5490 0.1892 4.3162
C -4.6892 1.1443 3.8131
C -3.6216 0.7751 3.0094
C -3.4006 -0.5627 2.7235
N -2.3860 -1.0636 1.8969
C -1.3648 -0.4300 1.2710
N -0.7745 0.5572 2.0108
C -0.1267 1.7478 1.7068
C 0.4907 2.1037 0.5192
C 1.0701 3.3495 0.3477
C 1.0953 4.2499 1.3952
C 0.5410 3.9080 2.6195
C -0.0820 2.6864 2.7811
O -0.6684 2.2704 3.9400
C -0.5095 3.0664 5.0973
N -0.8673 -0.8777 0.1502
C -1.6320 -1.8554 -0.5352
C -1.1201 -3.1242 -0.7842
C -1.8653 -4.0657 -1.4713
C -3.1308 -3.7454 -1.9287
C -3.6718 -2.4989 -1.6555
C -2.9444 -1.5585 -0.9439
O -3.5274 -0.3740 -0.5289
C -3.4255 0.7173 -1.4187
H -4.5365 -4.7409 2.6965
H -5.9175 -3.6120 2.7266
H -5.0296 -3.9875 4.2336
H -6.0595 -1.8747 4.3929
H -6.3740 0.4783 4.9494
H -4.8494 2.1878 4.0315
H -2.9904 1.5430 2.5934
H -2.6418 -1.9685 1.5128
H -1.1181 0.5750 2.9652
H 1.5265 3.6085 -0.5911
H 1.5620 5.2138 1.2679
H 0.5969 4.5978 3.4454
H -0.9513 2.4893 5.9068
H -1.0346 4.0202 5.0043
H 0.5479 3.2465 5.3091
H -0.1557 -3.4023 -0.3850
H -1.4547 -5.0478 -1.6423
H -3.7078 -4.4625 -2.4882
H -4.6716 -2.2506 -1.9735
H -4.0762 1.4933 -1.0199
H -3.7463 0.4442 -2.4280
H -2.3951 1.0930 -1.4603
C 4.4332 1.2187 0.6397
N 4.9456 2.2600 -0.2212
C 6.1708 2.8874 0.2232
C 4.2147 2.6756 -1.2639
C 4.7922 3.7647 -2.1255
O 3.1156 2.1803 -1.5315
H 5.1025 0.3564 0.6138
H 3.4472 0.9258 0.2785
H 4.3402 1.5769 1.6652
H 6.7437 2.1679 0.8040
H 5.9523 3.7503 0.8582
H 6.7903 3.2095 -0.6107
H 5.8279 3.5749 -2.3856
H 4.7444 4.7156 -1.6029
H 4.2110 3.8381 -3.0396
N -0.6589 0.2609 -2.9764
C -1.1211 -0.6955 -3.4781
C -1.4788 -1.8257 -4.1208
C -0.3983 -2.6980 -4.2828
N 0.5586 -3.3380 -4.3117
C -2.7841 -2.1277 -4.5124
N -3.8658 -2.3500 -4.8269
*
```

(4)
The following is a quantum chemistry calculation of a structure of composition C34H44CsN8O6S2Sb3 at a distorted geometry, from the Open Molecules 2025 dataset.

relative energy (zero: lowest compared OMol25 entry of this formula, charge and spin) = 3.134 eV
HOMO-LUMO gap = 6.55 eV
highest occupied orbital energy = -2.93 eV

ORCA input file:
```
! RIJCOSX wB97M-V def2-TZVPD def2/J DEFGRID3
* xyz -2 1
Cs -0.3143 0.9465 0.2810
O -2.7426 -3.0190 1.3857
S -1.8661 -2.3720 0.4236
O -0.6212 -3.0995 0.2409
O -1.7371 -0.9283 0.6448
C -2.7139 -2.4669 -1.1470
C -3.9191 -3.1513 -1.2157
C -4.6385 -3.1723 -2.3992
C -4.1475 -2.5124 -3.5182
C -2.9400 -1.8373 -3.4501
C -2.2164 -1.8102 -2.2628
S -0.7925 -0.7053 -2.2716
O -1.4188 0.5805 -1.9496
O -0.3061 -0.7823 -3.6414
O 0.2177 -1.0611 -1.2949
H -4.2637 -3.6401 -0.3139
H -5.5832 -3.7001 -2.4534
H -4.7155 -2.5116 -4.4407
H -2.5305 -1.3170 -4.3060
C 2.4268 -2.4356 0.7363
Sb 0.8315 -1.6760 2.0028
C 0.4842 -3.5370 3.0653
C 2.4094 -1.0734 3.5544
C 1.9553 -1.3991 4.9145
C 2.4374 -2.5523 5.5474
C 1.9670 -2.9796 6.7769
C 0.9903 -2.2414 7.4291
C 0.5232 -1.0772 6.8386
C 0.9841 -0.6308 5.5989
C 0.4495 0.6393 5.0465
Sb -1.3053 0.5075 3.6936
C -2.6085 1.4868 5.1941
C -2.0497 -1.4158 4.3517
H 2.8384 -3.3662 1.1249
H 3.2103 -1.6787 0.6745
H 1.9790 -2.5925 -0.2435
H 1.3830 -4.1542 3.0402
H -0.3423 -4.0481 2.5776
H 0.2279 -3.3159 4.0990
H 2.5313 -0.0047 3.3688
H 3.3287 -1.5995 3.2968
H 3.1975 -3.1328 5.0345
H 2.3598 -3.8860 7.2238
H 0.6032 -2.5645 8.3886
H -0.2214 -0.4769 7.3523
H 1.1811 1.1775 4.4459
H 0.1089 1.2916 5.8506
H -2.4934 1.0368 6.1817
H -3.6494 1.3942 4.8779
H -2.3612 2.5490 5.2522
H -1.4613 -1.8049 5.1824
H -2.0082 -2.1099 3.5143
H -3.0908 -1.3099 4.6586
C 3.1126 1.0352 -1.0427
C 2.4598 1.9916 -1.9784
N 1.3171 2.5875 -1.7849
C 1.0894 3.3722 -2.8864
C 2.1240 3.2641 -3.7615
N 3.0046 2.3715 -3.1800
C 4.2644 1.9686 -3.7265
N 4.1157 1.4458 -5.0629
N 4.9506 1.8445 -6.0442
N 4.6725 1.2120 -7.1202
C 3.6149 0.3669 -6.8758
C 2.9302 -0.5224 -7.7086
C 1.8808 -1.2206 -7.1547
C 1.5015 -1.0453 -5.8103
C 2.1682 -0.1825 -4.9699
C 3.2389 0.5127 -5.5318
H 2.4015 0.8109 -0.2530
H 4.0123 1.4669 -0.5997
H 3.3651 0.1012 -1.5494
H 0.1896 3.9578 -2.9787
H 2.3175 3.7042 -4.7254
H 4.6921 1.2088 -3.0728
H 4.9619 2.8032 -3.8052
H 3.2176 -0.6402 -8.7452
H 1.3193 -1.9152 -7.7671
H 0.6477 -1.5695 -5.4015
H 1.8157 -0.0495 -3.9554
C -4.4999 4.2863 -0.7175
Sb -2.9949 2.6988 -1.0573
C -3.9196 1.5050 0.4674
C -4.1935 1.8897 -2.6586
H -5.4913 3.8496 -0.5825
H -4.5330 4.9808 -1.5600
H -4.2413 4.8558 0.1776
H -4.9853 1.3912 0.2686
H -3.7732 1.9713 1.4422
H -3.4442 0.5278 0.4664
H -5.2321 1.7935 -2.3417
H -3.7839 0.9125 -2.9082
H -4.1346 2.5379 -3.5336
N 0.7900 2.3472 2.1999
C 1.5661 3.2237 2.1453
N 2.5311 4.0636 2.0555
C 2.6083 5.3414 2.2535
N 2.7794 6.4839 2.4125
*
```

(5)
The following is a quantum chemistry calculation of a structure of composition C34H44GeN4SeTeW, from the Open Molecules 2025 dataset.

relative energy (zero: lowest compared OMol25 entry of this formula, charge and spin) = 0.270 eV
HOMO-LUMO gap = 7.72 eV
highest occupied orbital energy = -13.39 eV

ORCA input file:
```
! RIJCOSX wB97M-V def2-TZVPD def2/J DEFGRID3
* xyz 2 1
W 0.1341 -0.5049 -0.0986
C 1.8304 0.3844 0.9946
C 2.3798 -0.2134 -0.1820
C 2.2846 -1.6251 -0.0448
C 1.6646 -1.9020 1.1762
C 1.3416 -0.6825 1.8189
H 1.8595 1.4322 1.2516
H 2.8508 0.2839 -1.0132
H 2.6453 -2.3552 -0.7501
H 1.4582 -2.8893 1.5613
H 0.8930 -0.6041 2.7944
C -3.0768 -1.0122 -0.9991
N -1.8353 -0.2212 -1.1153
C -1.9069 0.8178 -1.9201
C -0.8078 1.6482 -2.0567
C -0.5791 2.8684 -2.7176
C 0.6726 3.2907 -2.3127
C 1.1613 2.3196 -1.4212
N 0.2840 1.3216 -1.2695
C -3.0600 -2.3210 -1.7603
C -2.8182 -2.3434 -3.1318
C -2.8179 -3.5439 -3.8242
C -3.0642 -4.7373 -3.1565
C -3.3394 -4.7232 -1.7985
C -3.3452 -3.5176 -1.1079
H -3.9047 -0.3940 -1.3554
H -3.2892 -1.2098 0.0544
H -2.8297 1.0256 -2.4547
H -1.2599 3.3668 -3.3876
H 1.1850 4.1913 -2.6045
H 2.1119 2.3352 -0.9118
H -2.6455 -1.4179 -3.6695
H -2.6379 -3.5483 -4.8911
H -3.0655 -5.6724 -3.6998
H -3.5666 -5.6439 -1.2788
H -3.6121 -3.5105 -0.0542
Te 0.4485 -1.5575 -2.7378
C 0.7372 -3.6409 -2.7399
C 0.7736 -4.2624 -3.9850
C 0.9328 -5.6379 -4.0578
C 1.0402 -6.3905 -2.8956
C 1.0002 -5.7695 -1.6564
C 0.8518 -4.3908 -1.5786
C 2.4005 -1.0122 -3.3216
C 2.5644 0.2846 -3.8001
C 3.8267 0.7086 -4.1912
C 4.9080 -0.1593 -4.1156
C 4.7303 -1.4579 -3.6593
C 3.4727 -1.8926 -3.2606
H 0.6843 -3.6798 -4.8940
H 0.9706 -6.1218 -5.0241
H 1.1625 -7.4632 -2.9570
H 1.0960 -6.3555 -0.7518
H 0.8548 -3.9034 -0.6127
H 1.7185 0.9590 -3.8812
H 3.9620 1.7131 -4.5692
H 5.8885 0.1721 -4.4286
H 5.5686 -2.1401 -3.6206
H 3.3361 -2.9151 -2.9280
C -3.0128 -0.2680 4.7859
Ge -1.1505 0.3233 4.8709
C -0.9391 1.5756 6.3462
C 0.0771 -1.1773 5.1111
C -0.6275 1.5025 3.3254
Se -1.0769 1.3846 1.4284
C -3.0104 1.2668 1.6008
H -3.2519 -0.7350 5.7418
H -3.2223 -1.0039 4.0111
H -3.6827 0.5823 4.6580
H -1.1722 1.0782 7.2874
H -1.6089 2.4283 6.2382
H 0.0851 1.9431 6.4038
H -0.1568 -1.6425 6.0692
H 1.1110 -0.8336 5.1613
H -0.0254 -1.9331 4.3350
H 0.4571 1.6325 3.3435
H -1.0307 2.4864 3.5801
H -3.3336 0.4347 2.2199
H -3.4352 1.2072 0.6038
H -3.3295 2.1966 2.0676
N -1.6487 -2.0840 1.9874
N -1.0545 -2.2612 0.6937
H -2.3504 -2.8003 2.1579
H -2.0944 -1.1766 2.0034
H -1.7293 -2.5759 -0.0092
H -0.4326 -3.0539 0.7910
*
```

Record order is preserved below.
Energy: -117051.9850 -141665.8964 -62242.5331 -102008.6024 -172899.8557 eV